{"formula": "C2H3NO5S2", "method": "ωB97M-V/def2-TZVPD", "symbols": ["C", "C", "N", "O", "O", "O", "O", "O", "S", "S", "H", "H", "H"], "xyz": [[-0.235135, 1.539805, 0.052029], [1.168857, 0.957104, 0.362858], [0.941948, -1.322072, -0.165104], [-0.520624, 2.527637, -0.549396], [-2.885383, -0.513745, -0.545826], [-1.168494, 0.742043, 0.578913], [-0.261115, -3.488109, -0.373708], [1.521864, -0.083021, -0.500419], [-2.741649, 0.864649, -0.036394], [-0.149213, -2.210171, -1.084676], [1.947382, 1.602953, 0.046588], [1.455058, 0.695621, 1.368391], [0.926501, -1.312697, 0.846743]], "atomic_forces_ev_per_a": [[0.769, 0.001, 0.768], [0.185, 0.461, -1.046], [1.076, 0.567, 1.318], [0.631, 0.322, -0.398], [-0.606, 0.894, 0.096], [-0.591, -0.486, 0.501], [0.118, -0.178, 0.202], [-0.584, -1.434, -1.595], [0.399, -1.352, -0.198], [-0.259, 0.611, -0.511], [0.258, 1.626, -0.079], [-0.836, -0.102, 0.830], [-0.561, -0.930, 0.111]], "mulliken_spin": [0.00, 0.00, 0.11, 0.00, 0.39, 0.00, 0.27, 0.01, 0.61, 0.61, 0.00, 0.00, 0.00], "e_tot_ev": -35515.49917, "e_lumo_ev": [0.31, -1.73], "multiplicity": 3, "s_squared": 2.009, "max_force_ev_per_a": 2.22}